(w)
The following is a DFT calculation (the ωB97M-V functional and the def2-TZVPD basis) of 8 unconnected molecules or ions with the total composition C32H40F24O16.

Structure (XYZ):
```
112
Properties=species:S:1:pos:R:3
C -6.3042 1.1409 -1.8907
C -5.1939 0.2837 -1.2190
O -5.8426 -0.6421 -0.3114
C -4.8992 -1.4739 0.2957
O -3.6545 -1.3811 0.2643
C -5.6207 -2.5687 1.0952
F -6.7634 -2.8756 0.5665
F -4.8027 -3.7007 1.2493
F -5.8277 -2.0672 2.3676
H -6.0352 1.4295 -2.8206
H -6.2618 2.2291 -1.4831
H -7.1936 0.6612 -2.1514
H -4.6550 0.9023 -0.7545
H -4.8284 -0.2536 -2.0071
C -4.0471 5.6946 4.5416
C -2.9771 4.6340 4.7392
O -3.3393 3.6156 3.8445
C -3.0607 2.2737 4.1773
O -2.4853 1.9256 5.1380
C -3.6076 1.2667 3.1723
F -3.6193 0.1304 3.8793
F -4.8321 1.5793 2.5593
F -2.7927 0.9232 2.1825
H -4.1636 5.7204 3.4031
H -3.8100 6.7718 4.8355
H -4.9898 5.5550 4.5969
H -2.9894 4.2143 5.6858
H -2.0631 5.1599 4.5581
C 3.2342 -3.4307 3.6424
C 1.9289 -3.9839 3.2757
O 0.9406 -2.9629 3.4889
C -0.3267 -3.1658 3.0556
O -0.8526 -4.0294 2.3839
C -1.1443 -2.0036 3.8053
F -2.5008 -2.3111 3.3792
F -1.1464 -1.8994 5.0890
F -0.7652 -0.8260 3.3631
H 3.4206 -2.3709 3.4417
H 4.0498 -3.8587 3.2272
H 3.5744 -3.4962 4.6450
H 1.6534 -4.7328 3.9123
H 2.0524 -4.1012 2.3290
C 4.1891 1.0738 -0.8166
C 5.1132 1.4125 -2.1360
O 4.6602 2.6020 -2.7502
C 5.2950 2.9523 -3.8136
O 6.1041 2.3037 -4.5182
C 4.7836 4.3198 -4.2533
F 5.3100 5.2649 -3.4930
F 5.0236 4.4942 -5.5885
F 3.4098 4.4003 -3.9675
H 4.3854 1.9461 -0.2870
H 4.4986 0.1769 -0.3033
H 3.1648 0.8612 -1.1290
H 4.9954 0.6394 -2.7900
H 6.1806 1.3734 -1.9138
C 1.6620 1.6052 2.1001
C 2.1675 0.6881 3.2634
O 1.6392 1.1763 4.4700
C 1.6379 0.3055 5.4790
O 2.2329 -0.7216 5.5596
C 0.9522 0.9873 6.7438
F 0.4259 2.1977 6.3653
F -0.1532 0.3176 7.2263
F 1.9168 1.1720 7.7407
H 0.6514 1.7287 2.0707
H 1.8537 1.2802 1.1520
H 2.2265 2.4408 2.0883
H 3.0974 0.7492 3.2706
H 1.6257 -0.2924 3.1565
C 3.7057 0.1258 -6.1007
C 2.6359 0.4659 -5.0039
O 1.7909 1.4708 -5.4855
C 0.8972 2.1714 -4.8269
O 0.5900 1.8064 -3.6154
C 0.2168 3.2548 -5.5445
F 0.5648 4.4528 -5.0709
F 0.5057 3.2402 -6.7786
F -1.1175 3.0574 -5.3732
H 4.3018 -0.7443 -6.0273
H 4.6289 0.8045 -5.9990
H 3.2659 0.4293 -7.0835
H 3.1515 0.8258 -4.1300
H 2.1450 -0.3739 -4.5874
C -0.5166 -4.8846 -1.8388
C -1.8358 -4.0464 -1.8328
O -1.5555 -2.8952 -2.5965
C -2.5566 -2.2537 -3.3422
O -3.7638 -2.6043 -3.3658
C -2.0849 -1.0927 -4.1218
F -2.9239 -0.7289 -5.1398
F -2.0966 -0.0734 -3.2122
F -0.9120 -1.2009 -4.5766
H -0.1878 -5.0499 -2.8821
H -0.6937 -5.6699 -1.3139
H 0.1659 -4.5167 -1.1628
H -1.9151 -3.7293 -0.8775
H -2.7243 -4.7245 -1.9234
C -0.6103 -0.5306 -0.0596
C 0.4345 -0.9007 -1.0456
O 1.4964 -1.6735 -0.4733
C 2.5743 -2.0626 -1.2191
O 2.7969 -1.7524 -2.4022
C 3.4519 -3.0623 -0.4646
F 4.7901 -3.2525 -1.0999
F 3.7006 -2.6645 0.8298
F 2.8273 -4.3530 -0.2908
H -1.3786 0.1288 -0.2881
H -0.0607 -0.0262 0.8533
H -1.0493 -1.5648 0.5265
H 0.7469 0.1713 -1.5410
H 0.0913 -1.4038 -1.9917
```

Properties
LUMO, Ha: -0.013
SMILES: CCOC(=O)C(F)(F)F.CCOC(=O)C(F)(F)F.CCOC(=O)C(F)(F)F.CCOC(=O)C(F)(F)F.CCOC(=O)C(F)(F)F.CCOC(=O)C(F)(F)F.CCOC(=O)C(F)(F)F.CCOC(=O)C(F)(F)F
Orbital gap, eV: 10.66

Results of the Mulliken charge analysis, in e, for atoms 1 through 4: number 1, C, carries -1.611; number 2, C, carries 0.215; number 3, O, carries -0.348; number 4, C, carries 0.255

(x)
The following is a DFT calculation (the ωB97M-V functional and the def2-TZVPD basis) of 8 unconnected molecules or ions with the total composition C32H40F24O16.

Structure (XYZ):
```
112
Properties=species:S:1:pos:R:3
C 5.5048 2.6273 -3.7087
C 4.5575 3.0463 -2.5963
O 4.7017 2.1946 -1.4447
C 5.7926 2.1532 -0.7345
O 6.8230 2.7071 -0.9863
C 5.6437 1.2387 0.5032
F 6.4666 0.1899 0.2931
F 6.0272 1.8678 1.6177
F 4.3981 0.7843 0.6783
H 5.2181 3.0491 -4.6761
H 5.4018 1.5608 -3.9143
H 6.5542 2.8473 -3.5389
H 3.5373 2.8555 -2.9199
H 4.6838 4.0830 -2.2891
C -7.0612 1.2577 -1.8167
C -6.4924 0.5244 -0.5890
O -5.0974 0.2295 -0.6850
C -4.2195 1.1961 -0.5297
O -4.4742 2.3578 -0.4298
C -2.7613 0.7191 -0.3573
F -2.6487 -0.5901 -0.5845
F -1.9882 1.3421 -1.2748
F -2.2766 1.0390 0.8350
H -6.5664 0.9400 -2.7310
H -7.0257 2.3267 -1.6343
H -8.0995 0.9306 -1.8929
H -7.0086 -0.3894 -0.3087
H -6.5666 1.1713 0.2914
C 1.8014 1.0787 5.2777
C 1.2809 2.4127 4.7195
O 0.2759 2.9335 5.5680
C -1.0099 2.8891 5.2712
O -1.4372 2.6181 4.1907
C -1.9425 3.0663 6.4770
F -2.4572 1.8806 6.8188
F -1.3484 3.5781 7.5476
F -2.9543 3.8510 6.0765
H 2.4558 1.2429 6.1313
H 2.3096 0.5500 4.4742
H 0.9622 0.4772 5.6306
H 0.9769 2.4006 3.6720
H 2.1760 3.0355 4.6320
C -4.4118 1.8825 -4.6136
C -3.2201 2.8090 -4.4692
O -2.0882 2.0029 -4.1576
C -1.1882 1.7814 -5.1009
O -1.0263 2.3883 -6.1021
C -0.2148 0.6485 -4.7274
F -0.3537 0.2489 -3.4713
F -0.3616 -0.3634 -5.5742
F 1.0446 1.0886 -4.8584
H -4.6287 1.2799 -3.7322
H -4.2393 1.2969 -5.5161
H -5.3325 2.4620 -4.7296
H -3.3550 3.5535 -3.6841
H -3.1438 3.3803 -5.3959
C 3.5618 -1.7739 -5.1183
C 3.4600 -1.4687 -3.6082
O 4.4440 -2.1765 -2.8892
C 5.6743 -1.7173 -2.8081
O 5.9787 -0.5957 -3.0939
C 6.7208 -2.7109 -2.2967
F 7.7195 -2.7979 -3.1793
F 7.2046 -2.2745 -1.1336
F 6.2189 -3.9366 -2.1157
H 3.6503 -2.8335 -5.3356
H 4.4118 -1.2122 -5.5043
H 2.6439 -1.3452 -5.5196
H 2.4676 -1.7728 -3.2682
H 3.4150 -0.3887 -3.4511
C -5.7569 2.6736 2.5329
C -4.4381 2.3971 3.1858
O -4.5606 1.3728 4.1899
C -4.4809 0.1111 3.8253
O -4.2596 -0.2632 2.7105
C -4.5677 -0.8491 5.0243
F -5.2542 -1.9238 4.6189
F -3.3657 -1.2504 5.4102
F -5.2321 -0.3113 6.0422
H -5.7222 3.3919 1.7169
H -6.4046 3.0409 3.3327
H -6.1504 1.7464 2.1105
H -4.0403 3.3123 3.6165
H -3.6945 2.0637 2.4618
C 2.6953 -1.8683 0.1132
C 1.5504 -0.9422 -0.3009
O 0.3962 -1.1831 0.5116
C 0.3784 -0.6010 1.7110
O 1.2227 0.1243 2.1338
C -0.7916 -1.0898 2.5678
F -1.4515 -0.1172 3.1745
F -1.6518 -1.7976 1.8298
F -0.2800 -1.9135 3.5004
H 2.6319 -2.8098 -0.4419
H 2.8571 -2.1642 1.1455
H 3.5924 -1.4348 -0.3372
H 1.2603 -1.2573 -1.3008
H 1.8648 0.0992 -0.3380
C -0.5666 -4.0676 -0.1166
C -0.0505 -5.5055 -0.1848
O 1.3269 -5.5556 0.1644
C 1.6512 -5.5689 1.4457
O 0.8906 -5.5865 2.3608
C 3.1799 -5.6342 1.6910
F 3.4560 -5.2841 2.9219
F 3.6038 -6.8856 1.4903
F 3.8390 -4.8705 0.8186
H -0.4065 -3.7439 0.9096
H -1.6340 -3.9260 -0.2741
H 0.0224 -3.5033 -0.8359
H -0.2062 -5.9411 -1.1727
H -0.6182 -6.2133 0.4251
```

Properties
LUMO, Ha: 0.013
SMILES: CCOC(=O)C(F)(F)F.CCOC(=O)C(F)(F)F.CCOC(=O)C(F)(F)F.CCOC(=O)C(F)(F)F.CCOC(=O)C(F)(F)F.CCOC(=O)C(F)(F)F.CCOC(=O)C(F)(F)F.CCOC(=O)C(F)(F)F
Orbital gap, eV: 11.42

Results of the Mulliken charge analysis, in e, for atoms 1 through 4: number 1, C, carries -0.924; number 2, C, carries -0.250; number 3, O, carries -0.217; number 4, C, carries 0.319

Winner for stability: (x)

(w)
The following is a DFT calculation (the ωB97M-V functional and the def2-TZVPD basis) of C6H8N2 in the gas phase.

Structure (XYZ):
```
16
Properties=species:S:1:pos:R:3
C -0.8404 1.6905 0.3931
C -1.2679 0.8005 -0.4833
C -0.8170 -0.5300 0.0111
C -0.2277 -1.4637 -1.0484
C 1.2445 -0.9768 -1.0389
N 1.4574 -0.3683 0.0880
N 0.4131 -0.2642 0.8557
C 0.2393 1.1030 1.3328
H -1.3385 2.5813 0.2825
H -1.9303 0.9261 -1.3717
H -1.7582 -0.9138 0.5538
H -0.8157 -1.2422 -2.0362
H -0.2839 -2.5895 -0.9099
H 1.9781 -0.8817 -1.8667
H -0.0780 1.2118 2.3570
H 1.1489 1.5948 1.3873
```

Properties
LUMO, Ha: 0.040
SMILES: C1=C[C@H]2CC=NN2C1
Orbital gap, eV: 9.53

Results of the Mulliken charge analysis, in e, for atoms 1 through 4: number 1, C, carries -0.431; number 2, C, carries -0.548; number 3, C, carries 0.133; number 4, C, carries -0.484

(x)
The following is a DFT calculation (the ωB97M-V functional and the def2-TZVPD basis) of a molecular structure, C6H8N2.

Structure (XYZ):
```
16
Properties=species:S:1:pos:R:3
C -1.8896 -0.6513 -0.2708
C -0.9098 0.1428 0.4258
C 0.1762 -0.8326 0.9784
C 1.4045 -0.8440 -0.2310
C 0.1258 0.9123 -0.4294
C -1.0937 1.6673 0.1317
H 0.6352 -0.7553 2.0555
H -0.2225 -1.9178 1.0399
H 1.8212 -2.0720 -0.6718
H 2.4783 -0.2789 0.1455
H 1.4937 0.4560 -1.8089
H 0.9933 1.1745 0.2188
H -0.7539 2.4792 0.7624
H -2.0910 1.7120 -0.4647
N -2.9034 -1.1006 -0.6412
N 0.7358 -0.0916 -1.2403
```

Properties
LUMO, Ha: 0.023
Orbital gap, eV: 10.00

Results of the Mulliken charge analysis, in e, for atoms 1 through 4: number 1, C, carries -0.161; number 2, C, carries 0.872; number 3, C, carries -0.672; number 4, C, carries -0.540

Winner for stability: (w)